DFT (ωB97M-V with the def2-TZVPD basis set) results for a cluster of 2 separate species, C5H13NO2P in total at a distorted geometry.

Atoms and positions in Å:
C (-1.1096, -3.2913, 0.2006)
C (2.2610, 2.8704, -0.4229)
C (-1.6201, -1.8432, 0.0297)
C (-0.5241, -0.8881, -0.4140)
C (0.5839, -0.5232, 0.6284)
N (-1.4455, 2.3874, -0.9024)
O (0.9317, 2.3384, 2.0118)
O (1.3516, 0.5108, 0.0881)
P (0.8667, 2.0939, 0.5202)
H (-2.0125, -3.7589, 0.5801)
H (-0.9915, -3.4701, -0.8219)
H (-0.1953, -3.4225, 0.7656)
H (2.3996, 3.8226, 0.0760)
H (3.2251, 2.3397, -0.3655)
H (2.0805, 3.1584, -1.3993)
H (-2.2128, -1.9148, -0.8736)
H (-2.1682, -1.4636, 0.8847)
H (-0.2281, -1.1221, -1.3653)
H (-1.0518, 0.1196, -0.5404)
H (-0.0353, -0.1254, 1.5467)
H (1.3425, -1.2617, 0.9054)
H (-1.4479, 3.4438, -1.1321)

Atoms 1-6, force components in eV/Å:
-1.426 1.707 0.727
0.880 0.021 2.370
1.571 0.005 -0.162
-1.567 2.673 3.244
-2.016 0.395 0.363
1.299 0.984 0.490

Calculated values
- E: -20266.9743 eV
- Orbital gap (alpha / beta): 6.6 / 6.7 eV
- Max |F|: 4.486 eV Å⁻¹
- Charge: -1
- E_LUMO (alpha / beta): 3.66 / 3.66 eV
- Highest occupied orbital energy (alpha / beta): -2.95 / -3.00 eV
- ΔE to the lowest compared entry with this formula, charge and spin: 665.1 kJ/mol